Record 1
Entry from the Open Molecules 2025 dataset: a 13-piece molecular cluster, C25H80N22O13 overall at a distorted geometry (ωB97M-V/def2-TZVPD).

Orbital gap, Ha: 0.31783
Max |F|, eV/A: 3.4
E_HOMO, eV: -8.809
ΔE to the lowest compared entry with this formula, charge and spin, kcal/mol: 95.48

Each line ends with the Löwdin charge.
Cartesian coordinates (Å):
C  -6.69846  5.07808  11.00258  -0.72
O  -7.15300  4.41939  11.92319  0.03
N  -7.30568  6.15080  10.48627  0.16
N  -5.60436  4.85112  10.23849  0.15
H  -6.81828  6.67134  9.77177  0.04
H  -8.11080  6.55649  10.93112  0.11
H  -4.94326  4.23737  10.69034  0.10
H  -5.32324  5.38383  9.42747  0.06
C  -2.57760  12.05606  12.71882  -0.65
O  -3.76767  11.79485  12.56066  0.01
N  -2.08419  12.18223  14.00678  0.15
N  -1.57840  12.10683  11.81348  0.17
H  -1.17613  11.77563  14.12967  0.10
H  -2.93831  12.17158  14.54887  0.11
H  -1.59812  11.64955  10.91888  0.10
H  -0.71846  12.29301  12.29746  0.10
C  -8.93561  11.54072  9.11923  -0.67
O  -8.36957  10.57648  8.58934  -0.03
N  -8.61625  12.02897  10.34714  0.20
N  -9.89402  12.26961  8.57569  0.18
H  -7.74984  11.69971  10.76936  0.05
H  -9.02654  12.90726  10.61669  0.06
H  -10.39490  12.98617  9.06704  0.10
H  -10.34717  11.76856  7.82730  0.10
C  -8.24754  9.15151  15.70914  -0.70
O  -7.39988  9.86765  16.22120  0.02
N  -9.49100  8.99546  16.20170  0.15
N  -8.08696  8.62559  14.46818  0.17
H  -9.63809  9.44156  17.09123  0.11
H  -10.11963  8.30254  15.83936  0.10
H  -7.38357  8.87213  13.79287  0.06
H  -8.96024  8.28270  14.10354  0.09
C  -1.12038  6.89888  12.62227  -0.66
O  -1.02367  7.09078  13.82381  0.00
N  -0.56536  7.74906  11.70047  0.16
N  -1.65100  5.79820  12.03573  0.18
H  -0.59395  7.37196  10.76102  0.04
H  0.13725  8.38202  12.03670  0.10
H  -2.03483  5.09889  12.64937  0.09
H  -1.69257  5.65962  11.03968  0.07
C  -1.73573  7.34001  17.35910  -0.71
O  -1.97683  7.79103  18.47643  0.00
N  -0.72439  6.48755  17.10290  0.15
N  -2.41622  7.65269  16.23451  0.16
H  -0.11098  6.19742  17.84323  0.11
H  -0.42335  6.35387  16.15100  0.08
H  -2.04360  7.25805  15.38480  0.03
H  -3.13356  8.34725  16.34630  0.11
C  -6.40848  7.21118  7.44045  -0.65
O  -5.52185  7.00367  8.29827  -0.06
N  -7.49106  7.96153  7.54841  0.21
N  -6.10790  6.87220  6.17501  0.17
H  -7.55185  8.57742  8.34857  0.08
H  -8.18983  8.00320  6.83085  0.11
H  -5.41401  6.14578  6.11155  0.11
H  -6.79032  7.08814  5.46837  0.11
C  -1.56578  6.61837  8.02619  -0.66
O  -1.19618  6.53468  9.19230  0.00
N  -2.62160  7.27341  7.56634  0.18
N  -0.76710  6.19267  6.99981  0.15
H  -3.32324  7.45771  8.27364  0.08
H  -2.95947  7.14275  6.63020  0.10
H  -0.96039  6.55468  6.08562  0.10
H  0.13665  5.91543  7.34862  0.11
C  -7.88469  10.73616  5.08077  -0.70
O  -7.76394  10.94257  3.88956  0.03
N  -6.83197  10.50570  5.90589  0.16
N  -9.04219  11.01540  5.76338  0.15
H  -5.96153  10.18177  5.52396  0.11
H  -6.88423  10.71450  6.89079  0.05
H  -9.84428  10.90966  5.16054  0.11
H  -9.09188  10.63626  6.70225  0.04
C  -5.11076  14.08113  9.81576  -0.04
C  -4.57662  13.73188  8.44784  -0.42
C  -4.76824  14.74094  7.27396  -0.18
O  -6.11311  15.13660  7.14087  -0.19
C  -7.04962  14.07903  7.05324  -0.11
N  -3.12573  13.59827  8.60052  0.02
H  -4.44411  14.70184  10.41277  0.09
H  -5.22827  13.19437  10.44534  0.06
H  -6.13335  14.43132  9.66673  0.06
H  -4.89053  12.75693  8.06349  0.10
H  -4.71142  14.25534  6.28735  0.12
H  -3.99176  15.50459  7.25569  0.12
H  -7.23417  13.57908  8.01061  0.06
H  -6.64126  13.18823  6.56001  0.07
H  -7.97570  14.38043  6.57325  0.10
H  -2.62128  13.21748  7.81439  0.07
H  -2.81780  13.20571  9.47653  0.04
C  -2.01147  3.82392  15.39969  -0.06
C  -2.40932  2.39825  15.18260  -0.45
C  -1.41581  1.48599  15.92840  -0.26
O  -0.07697  1.70901  15.60710  -0.17
C  0.83579  1.14696  16.50897  -0.12
N  -3.77723  2.00987  15.48774  0.05
H  -1.92190  4.13497  16.44069  0.08
H  -2.59264  4.53319  14.80807  0.06
H  -0.99108  3.95950  15.03058  0.08
H  -2.18638  1.95842  14.20449  0.14
H  -1.67466  0.43323  15.75177  0.12
H  -1.58947  1.56912  17.01218  0.13
H  0.58037  0.12453  16.82166  0.08
H  0.72928  1.61301  17.49469  0.09
H  1.84817  1.06197  16.12416  0.09
H  -3.79848  1.53304  16.38753  0.07
H  -3.91706  1.19764  14.89339  0.07
C  -7.04432  13.96655  13.56361  -0.05
C  -7.63477  15.37608  13.69898  -0.45
C  -9.09496  15.24132  13.47899  -0.19
O  -9.45015  14.60996  12.24226  -0.20
C  -9.42855  15.37193  11.08547  -0.13
N  -7.16833  15.95018  14.94862  0.04
H  -5.96029  14.02427  13.71080  0.07
H  -7.14189  13.52133  12.57370  0.05
H  -7.30878  13.19195  14.28547  0.09
H  -7.18432  15.97043  12.89426  0.13
H  -9.62097  16.19231  13.62643  0.13
H  -9.56926  14.60723  14.23018  0.14
H  -8.38308  15.49591  10.78743  0.09
H  -9.98213  16.30827  11.20326  0.10
H  -9.93997  14.90107  10.24151  0.07
H  -7.38309  16.93877  15.05825  0.07
H  -6.16347  16.07679  14.86888  0.07
C  -5.15405  10.14038  9.57638  -0.04
C  -5.93873  9.56368  10.78607  -0.38
C  -5.01555  8.61996  11.52374  -0.18
O  -5.59123  8.21963  12.77516  -0.21
C  -4.79663  7.39771  13.59361  -0.10
N  -6.30966  10.69755  11.66812  0.06
H  -5.63402  10.73158  8.79375  0.05
H  -4.83345  9.28760  8.96817  0.05
H  -4.27999  10.74026  9.83375  0.07
H  -6.89221  9.10303  10.52046  0.12
H  -4.13281  9.23009  11.75801  0.12
H  -4.55736  7.76080  11.02682  0.12
H  -4.44157  6.41534  13.25110  0.08
H  -5.43890  6.90246  14.32563  0.10
H  -3.93041  7.92560  13.99111  0.08
H  -6.58417  10.10538  12.44662  0.06
H  -5.47384  11.19997  11.95706  0.03


Record 2
Entry from the Open Molecules 2025 dataset: a 2-piece molecular cluster, C6H16 overall at a distorted geometry (ωB97M-V/def2-TZVPD).

Orbital gap, Ha: 0.45330
Max |F|, eV/A: 1.4
E_HOMO, eV: -11.270
SMILES: CCC.CCC
ΔE to the lowest compared entry with this formula, charge and spin, kcal/mol: 11.01

Each line ends with the Löwdin charge.
Cartesian coordinates (Å):
C  -2.61835  0.08737  -1.81355  -0.13
C  -1.77870  0.84885  -0.80600  -0.31
C  -2.33991  0.75821  0.63638  -0.10
H  -2.22182  0.19128  -2.83509  0.07
H  -2.52221  -0.99777  -1.73554  0.07
H  -3.64361  0.42940  -1.79616  0.07
H  -0.77574  0.44701  -0.78550  0.06
H  -1.67058  1.89198  -1.09448  0.10
H  -3.23603  0.13595  0.63799  0.06
H  -1.64490  0.27258  1.31422  0.05
H  -2.65016  1.73838  0.98991  0.06
C  2.80973  0.60251  1.00019  -0.12
C  1.69515  -0.42751  0.85667  -0.32
C  2.14598  -1.73338  0.21465  -0.13
H  3.58619  0.45698  0.23447  0.07
H  3.34602  0.55979  1.94079  0.07
H  2.46966  1.61971  0.79926  0.07
H  1.31732  -0.65023  1.85155  0.10
H  0.86327  -0.03460  0.28721  0.06
H  3.09087  -2.10071  0.62270  0.07
H  1.38505  -2.49401  0.32484  0.06
H  2.39277  -1.60178  -0.84451  0.07


Record 3
Entry from the Open Molecules 2025 dataset: a 2-piece molecular cluster, C4H5NO overall (ωB97M-V/def2-TZVPD).

Orbital gap, Ha: 0.31294
Max |F|, eV/A: 0.6
E_HOMO, eV: -9.541
SMILES: C#CC(=C)N=O.[H][H]
ΔE to the lowest compared entry with this formula, charge and spin, kcal/mol: 135.60

Each line ends with the Löwdin charge.
Cartesian coordinates (Å):
C  -2.27896  1.78322  0.34043  0.14
C  -1.25043  1.19250  0.13077  -0.10
C  -0.02958  0.49459  -0.14162  -0.34
C  0.85179  0.11180  0.78587  0.10
N  0.20338  0.25551  -1.57229  0.01
O  1.08555  -0.53560  -1.79055  -0.05
H  -3.19290  2.30341  0.52638  0.03
H  1.80573  -0.31221  0.49050  0.07
H  0.64872  0.24277  1.84230  0.08
H  1.02840  -3.03322  -0.04835  0.05
H  1.12831  -2.50277  -0.56343  0.01


Record 4
Entry from the Open Molecules 2025 dataset: C4H9BrO2S as an isolated structure at a distorted geometry (ωB97M-V/def2-TZVPD).

Orbital gap, Ha: 0.37935
Max |F|, eV/A: 5.7
E_HOMO, eV: -9.823
ΔE to the lowest compared entry with this formula, charge and spin, kcal/mol: 47.06

Each line ends with the Löwdin charge.
Cartesian coordinates (Å):
C  -0.99314  -2.37774  -0.62407  -0.18
C  -0.14018  2.39074  0.47284  -0.15
C  -0.82644  -0.98346  -0.14397  -0.19
C  0.89580  -0.33743  0.51925  -0.81
O  1.47102  1.24894  -1.37384  -0.33
O  2.37094  1.82119  0.69191  -0.31
S  1.22128  1.35717  0.00838  0.45
Br  2.23425  -1.41063  -0.04311  0.83
H  -1.18294  -3.05554  0.18834  0.06
H  -1.78533  -2.45073  -1.38735  0.08
H  -0.12341  -2.67968  -1.34566  0.09
H  -1.15133  2.21903  0.09244  0.07
H  -0.28778  2.47319  1.55419  0.08
H  0.14974  3.39051  0.17546  0.07
H  -1.09453  -0.33784  -1.04156  0.11
H  -1.48573  -0.79627  0.63388  0.05
H  0.72777  -0.47146  1.62286  0.07


Record 5
Entry from the Open Molecules 2025 dataset: a 2-piece molecular cluster, C7H7BrO3 overall at a distorted geometry (ωB97M-V/def2-TZVPD).

Orbital gap, Ha: 0.30149
Max |F|, eV/A: 4.2
E_HOMO, eV: -7.723
ΔE to the lowest compared entry with this formula, charge and spin, kcal/mol: 116.65

Each line ends with the Löwdin charge.
Cartesian coordinates (Å):
C  1.43709  -0.55462  -2.72804  -0.15
C  2.54155  -0.01704  -2.26228  -0.20
C  0.50847  -0.47465  -1.66922  -0.73
C  1.14281  0.07418  -0.59075  -0.13
C  -1.66164  -0.52624  2.05658  -0.11
C  -1.97134  0.78321  1.15802  -0.02
C  0.22275  0.61838  1.61611  -0.19
O  2.38550  0.39128  -1.00193  -0.02
O  -0.24737  -0.61526  1.99201  -0.04
O  -0.66343  1.47742  1.35783  0.00
Br  -1.14185  -1.39519  -1.59019  0.72
H  1.45459  -1.00250  -3.80356  0.15
H  3.48413  -0.01272  -2.69601  0.10
H  -1.99224  -0.33543  3.06936  0.12
H  -2.12793  -1.42291  1.48779  0.14
H  -1.85433  0.67808  0.07446  0.08
H  -2.72693  1.43659  1.51303  0.11
H  1.21015  0.89743  2.01678  0.16


Record 6
Entry from the Open Molecules 2025 dataset: C13H41F6N9O14SY as an isolated structure at a distorted geometry (ωB97M-V/def2-TZVPD).

Charge: +1
Orbital gap, Ha: 0.17370
Max |F|, eV/A: 6.4
E_HOMO, eV: -10.902

Each line ends with the Löwdin charge.
Cartesian coordinates (Å):
Y  0.90025  -2.19535  -3.18547  2.01
C  0.18934  0.99709  0.47161  -0.63
F  -0.78064  1.07518  1.36824  0.16
F  -0.13383  1.44274  -0.74220  0.12
F  1.16410  1.78926  0.91117  0.12
S  0.85879  -0.80892  0.32135  0.59
O  1.06413  -1.01818  -1.13621  -0.45
O  2.09477  -0.80926  1.07205  -0.27
O  -0.17697  -1.69755  0.80546  -0.30
C  2.11543  -4.59876  -0.60136  -0.41
O  3.35800  -5.07713  -1.07819  -0.09
O  1.65394  -3.74321  -1.54075  -0.26
C  1.19949  -5.76751  -0.22788  -0.56
F  1.89635  -6.66124  0.52255  0.14
F  0.17366  -5.43746  0.54973  0.16
F  0.71624  -6.42862  -1.28547  0.16
C  4.45644  -5.47175  -0.29797  -0.26
C  5.59802  -5.66038  -1.30738  -0.07
H  5.72528  -4.68055  -1.76966  0.07
H  6.52007  -5.91163  -0.77599  0.08
H  5.50586  -6.45447  -2.04521  0.08
H  4.32830  -6.41773  0.23254  0.12
H  4.80513  -4.70242  0.39898  0.12
H  2.44205  -4.11790  0.33137  0.17
C  -3.36301  0.39072  -0.84505  -0.02
C  -3.36938  0.59220  -2.37600  -0.41
C  -4.72244  0.98952  -2.93733  -0.19
O  -5.72259  0.00066  -2.69741  -0.19
C  -6.90550  0.13846  -3.44337  -0.11
N  -2.37210  1.59294  -2.78946  0.04
H  -2.38077  0.08450  -0.49403  0.05
H  -4.05892  -0.41695  -0.61816  0.09
H  -3.76909  1.29235  -0.38417  0.09
H  -3.08493  -0.38559  -2.78247  0.13
H  -4.64557  1.23590  -4.00081  0.12
H  -5.15055  1.84761  -2.40520  0.14
H  -7.58456  0.87941  -3.00501  0.09
H  -7.43942  -0.80374  -3.52748  0.09
H  -6.68627  0.54158  -4.43890  0.08
H  -2.55306  2.46883  -2.29588  0.07
H  -2.40030  1.78657  -3.78557  0.10
O  4.18096  -1.20092  -0.89257  -0.06
H  3.62031  -0.99141  -0.13208  -0.01
H  4.94933  -1.63876  -0.51230  0.05
O  2.29928  -0.27287  -3.49419  -0.10
H  3.26586  -0.13840  -3.42074  0.12
H  2.04471  0.22837  -4.28301  0.08
O  2.99429  2.74563  -2.39833  -0.04
H  2.77972  2.89562  -1.46992  0.04
H  2.15422  2.51886  -2.80701  0.02
O  -0.49495  -0.16771  -3.57761  -0.15
H  -0.14721  0.44873  -4.23163  0.06
H  -1.16029  0.41035  -3.04832  0.04
C  3.51647  1.98011  3.82837  -0.68
O  3.96440  2.06958  4.96064  0.04
N  2.53688  1.12969  3.41954  0.14
N  4.02908  2.72682  2.79498  0.16
H  2.13276  0.57623  4.16184  0.12
H  2.07605  1.05941  2.53547  0.04
H  4.56838  3.52974  3.06158  0.11
H  3.79456  2.48212  1.85502  0.08
C  -1.64122  -3.11681  3.68764  -0.68
O  -2.11860  -3.37952  4.77926  0.03
N  -0.59237  -3.87781  3.20462  0.14
N  -2.00291  -2.13886  2.81019  0.15
H  -0.43430  -4.68280  3.78527  0.10
H  0.01068  -3.61339  2.45325  0.06
H  -2.82532  -1.57964  2.93243  0.10
H  -1.51036  -2.12125  1.92022  0.03
C  0.01426  4.21582  3.87935  -0.69
O  0.79787  4.78087  3.12107  0.01
N  -1.11808  4.79235  4.35868  0.14
N  0.14942  2.90768  4.24108  0.16
H  -1.24179  5.76969  4.15404  0.10
H  -1.79031  4.37070  4.96830  0.09
H  -0.54214  2.52628  4.85619  0.10
H  0.90530  2.35296  3.86134  0.05
C  -2.26637  5.11702  -0.89727  -0.66
O  -2.14391  4.55673  -1.99926  -0.02
N  -2.58364  6.40732  -0.71041  0.17
N  -1.99547  4.41107  0.23513  0.17
H  -2.49176  6.95448  0.12309  0.11
H  -2.94689  6.88524  -1.51863  0.11
H  -1.86790  3.42989  0.12317  0.07
H  -2.33473  4.76155  1.11654  0.10


Record 7
Entry from the Open Molecules 2025 dataset: one molecule with the formula C3H3N5 at a distorted geometry (ωB97M-V/def2-TZVPD).

Orbital gap, Ha: 0.31968
Max |F|, eV/A: 1.0
E_HOMO, eV: -9.741
SMILES: [H]/N=c1/ncncnn1
ΔE to the lowest compared entry with this formula, charge and spin, kcal/mol: 41.29

Each line ends with the Löwdin charge.
Cartesian coordinates (Å):
H  -1.20715  -2.27713  0.50915  0.05
N  -0.40733  -2.12586  -0.07542  0.19
C  -0.43907  -0.92424  -0.43186  -0.54
N  0.44208  -0.31657  -1.31225  0.16
C  1.22044  0.55787  -0.83450  -0.21
N  1.33467  0.97324  0.46774  0.12
C  0.30408  1.00310  1.20773  -0.17
N  -1.04155  0.90128  0.79016  0.07
N  -1.41964  0.01924  -0.00377  0.11
H  1.93288  1.05311  -1.47884  0.12
H  0.40395  1.24432  2.25634  0.11


Record 8
Entry from the Open Molecules 2025 dataset: C4H10S2 as an isolated structure at a distorted geometry (ωB97M-V/def2-TZVPD).

Orbital gap, Ha: 0.34489
Max |F|, eV/A: 4.4
E_HOMO, eV: -8.670
ΔE to the lowest compared entry with this formula, charge and spin, kcal/mol: 45.93

Each line ends with the Löwdin charge.
Cartesian coordinates (Å):
C  -0.39496  0.82736  -1.23955  -0.15
C  -0.20166  0.62854  1.29694  -0.15
C  1.00710  -1.30817  -0.26401  -0.48
C  -0.49657  -0.13254  -0.06149  -0.71
S  2.51849  -0.38066  0.15904  0.69
S  -2.09218  -1.24010  -0.00179  0.65
H  0.62422  0.87297  -1.60538  0.06
H  -1.06658  0.37565  -2.01701  0.07
H  -0.74548  1.82507  -0.98382  0.08
H  0.49339  1.36594  1.16278  0.02
H  -1.13437  1.03092  1.66759  0.07
H  0.07515  -0.08573  2.02709  0.05
H  0.99290  -1.50934  -1.32479  0.03
H  0.90534  -2.19552  0.30390  0.03
H  2.38200  -0.92877  1.36814  -0.14
H  -2.86594  -0.37742  -0.79294  -0.12


What did the third record say?
Entry from the Open Molecules 2025 dataset: a 2-piece molecular cluster, C4H5NO overall (ωB97M-V/def2-TZVPD).

Orbital gap, Ha: 0.31294
Max |F|, eV/A: 0.6
E_HOMO, eV: -9.541
SMILES: C#CC(=C)N=O.[H][H]
ΔE to the lowest compared entry with this formula, charge and spin, kcal/mol: 135.60

Each line ends with the Löwdin charge.
Cartesian coordinates (Å):
C  -2.27896  1.78322  0.34043  0.14
C  -1.25043  1.19250  0.13077  -0.10
C  -0.02958  0.49459  -0.14162  -0.34
C  0.85179  0.11180  0.78587  0.10
N  0.20338  0.25551  -1.57229  0.01
O  1.08555  -0.53560  -1.79055  -0.05
H  -3.19290  2.30341  0.52638  0.03
H  1.80573  -0.31221  0.49050  0.07
H  0.64872  0.24277  1.84230  0.08
H  1.02840  -3.03322  -0.04835  0.05
H  1.12831  -2.50277  -0.56343  0.01